(1)
Below is 9 unconnected molecules or ions with the total composition C30H47FO27 at a distorted geometry, with properties calculated with ωB97M-V/def2-TZVPD.

The geometry in XYZ format:
```
105
Properties=species:S:1:pos:R:3:forces:R:3:lowdin_spin:R:1
C 1.125609 2.329516 -5.558715 0.860 -0.791 -0.566 0.0000
C 1.141568 2.955057 -4.170196 0.577 -0.697 -1.043 0.0000
O -0.208889 2.666132 -3.758609 -0.440 0.998 0.406 0.0000
C -0.981034 2.488306 -4.838955 -3.681 -2.825 -0.367 0.0000
O -2.195355 2.161352 -4.846832 3.778 1.923 0.664 0.0000
O -0.250940 2.407948 -5.943604 0.420 0.351 -0.282 0.0000
H 1.462004 1.292878 -5.541360 -0.572 -0.441 0.355 0.0000
H 1.771683 2.691871 -6.358338 -0.292 0.969 0.277 0.0000
H 1.407212 4.006294 -4.281680 -0.563 0.183 0.663 0.0000
H 1.813838 2.424733 -3.495722 -0.091 0.327 0.066 0.0000
C 0.969458 -4.845213 3.994345 0.238 -0.160 -0.049 0.0000
C 2.063853 -3.888750 4.254720 1.957 1.711 0.187 0.0000
O 2.231109 -3.124460 3.024623 0.649 0.243 1.284 0.0000
C 1.536680 -3.714024 2.085846 -0.595 1.143 -4.485 0.0000
O 1.603847 -3.417535 0.868287 -0.456 -1.109 4.165 0.0000
O 0.677392 -4.588309 2.622108 -0.649 -1.121 -0.541 0.0000
H 0.113591 -4.679355 4.648627 -0.171 -0.287 -0.426 0.0000
H 1.469184 -5.801494 4.148918 -1.067 -0.545 -0.327 0.0000
H 3.014634 -4.406661 4.380760 -0.008 0.151 0.307 0.0000
H 1.903867 -3.196419 5.081271 0.016 0.011 -0.156 0.0000
C 2.294647 -0.341681 6.024050 0.967 -1.567 1.269 0.0000
C 1.939499 0.764834 6.922022 0.015 0.966 2.912 0.0000
O 1.638353 1.810587 6.049749 -1.117 2.194 2.049 0.0000
C 1.835589 1.451593 4.825566 0.275 3.343 -2.504 0.0000
O 1.837821 2.183535 3.864710 -0.625 -0.302 0.523 0.0001
O 2.133448 0.219494 4.771516 0.461 -4.272 -2.169 0.0000
H 1.615869 -1.144759 6.311147 0.028 -0.441 -1.059 0.0000
H 3.328444 -0.672252 6.124412 -0.060 -0.135 -0.011 0.0000
H 2.675456 1.106531 7.649829 0.624 -0.007 -0.461 0.0000
H 1.131995 0.506386 7.607031 -0.672 0.222 -0.524 0.0000
C 0.395971 -2.137326 -3.699364 1.743 -0.935 0.080 0.0000
C -0.592596 -1.183789 -4.188816 0.048 1.749 -1.042 0.0000
O -1.680032 -1.960865 -4.667884 -0.403 -0.239 0.870 0.0000
C -1.525968 -3.194831 -4.110776 -2.427 -2.354 -2.026 0.0000
O -2.274289 -4.150547 -4.237925 0.801 2.294 0.385 0.0000
O -0.356156 -3.295864 -3.565260 1.092 -1.706 1.974 0.0000
H 0.851539 -1.866262 -2.746963 0.050 -0.082 -0.074 0.0000
H 1.152985 -2.350780 -4.453999 0.345 0.060 0.185 0.0000
H -0.138630 -0.723698 -5.066490 -0.507 0.872 0.232 0.0000
H -0.823416 -0.518071 -3.357172 -0.764 0.422 -0.505 0.0000
C 0.189993 0.479702 1.555876 0.818 -1.259 -2.230 0.0001
C 0.111206 -0.329759 0.177657 -1.706 -0.939 1.603 0.0002
O 1.157050 0.165649 -0.591163 1.343 0.527 0.372 0.0003
C 1.466292 1.418456 -0.175659 -1.302 -0.314 -1.442 0.0000
O 2.090000 2.141988 -0.919319 -0.697 -0.138 2.311 0.0000
O 0.737578 1.679096 0.984702 1.288 1.397 -0.573 0.0017
H 0.895598 0.044210 2.263396 0.295 -0.004 -0.212 0.0001
H -0.723336 0.640050 2.128790 -0.201 0.381 -0.674 0.0000
H -0.790353 -0.132714 -0.402406 -0.465 0.248 0.440 0.0001
H 0.168927 -1.414634 0.266015 0.393 0.071 0.238 0.0000
C -1.922050 -2.507020 3.525272 1.001 0.085 0.351 0.0000
C -3.014938 -1.947300 2.680264 -0.616 -0.973 0.370 0.0000
O -3.138683 -2.712538 1.447694 0.639 0.536 -0.748 0.0000
C -3.958660 -3.753270 1.269283 -1.746 -0.908 0.359 0.0000
O -4.767105 -4.164910 2.089140 1.628 0.709 -1.339 0.0000
O -3.899332 -4.341703 0.005202 -1.089 0.244 2.964 0.0000
C -3.038131 -3.929631 -0.976195 2.081 0.620 -1.923 0.0000
H -1.014106 -2.340887 2.945503 0.348 -0.623 0.060 0.0000
H -2.022768 -3.533219 3.878640 -0.125 -0.003 -0.358 0.0000
H -1.790930 -1.872672 4.401930 -0.213 0.093 0.203 0.0000
H -2.650876 -0.942115 2.467777 -0.704 -0.002 -0.840 0.0000
H -3.941616 -1.916472 3.253328 -0.261 -0.033 -0.495 0.0000
H -1.982275 -4.043301 -0.730545 0.131 0.480 0.677 0.0000
H -3.239935 -2.934904 -1.373552 -0.028 0.311 0.421 0.0000
H -3.044218 -4.554812 -1.869059 -0.995 -0.502 0.262 0.0000
C 9.436192 -2.034571 -1.239545 1.999 -1.453 -0.189 0.0000
C 8.621541 -0.858943 -1.583832 0.168 0.317 -0.834 0.0000
O 7.257843 -1.234992 -1.596161 -2.341 -0.290 -0.844 0.0000
C 6.345990 -0.496696 -2.286121 1.243 4.433 0.722 0.0000
O 6.633240 0.632507 -2.761841 -1.041 -3.529 0.602 0.0000
O 5.102081 -0.965180 -2.110613 0.594 -0.671 -0.454 0.0000
C 3.930714 -0.230451 -2.523305 0.001 0.341 0.174 0.0000
H 9.284918 -2.663903 -0.362536 -0.358 0.689 0.332 0.0000
H 10.459127 -1.658699 -1.260386 0.276 0.108 0.711 0.0000
H 9.558851 -2.757010 -2.046473 -0.805 -0.036 -0.368 0.0000
H 8.979516 -0.611328 -2.583147 -0.478 0.517 -0.129 0.0000
H 8.827766 -0.005240 -0.938254 -0.447 0.002 0.132 0.0000
H 3.095100 -0.930129 -2.506415 0.321 -0.188 0.149 0.0000
H 3.955296 0.222121 -3.514607 0.661 -0.192 -0.087 0.0000
H 3.705006 0.567064 -1.815406 0.265 -0.072 0.057 0.0000
C -1.223828 4.254187 1.729645 -0.937 -0.237 0.581 0.1054
C -2.195680 3.924788 0.591897 1.273 1.031 -1.474 0.1126
O -3.509306 3.776872 1.021458 0.287 -0.596 0.093 0.3124
C -4.450843 4.679800 0.824121 -3.693 1.145 -0.961 0.0027
O -4.210052 5.879308 0.698364 0.476 -1.386 0.370 0.3713
O -5.702729 4.149753 0.788874 3.938 -0.644 0.376 0.0105
C -6.790457 4.985504 0.536403 -1.429 2.462 -0.489 0.0045
H -0.195456 4.161030 1.380538 -0.166 -0.208 0.241 0.0011
H -1.541928 3.568504 2.514980 0.855 0.150 0.401 0.0011
H -1.503079 5.278271 1.977382 0.209 0.260 0.245 0.0199
H -1.798000 2.979496 0.222594 -0.490 -0.974 0.178 0.0503
H -2.012672 4.631795 -0.217270 -0.960 0.172 -0.051 0.0015
H -7.087295 5.576108 1.403104 -0.109 -0.670 0.481 0.0004
H -7.629417 4.438996 0.105639 0.359 -0.400 0.427 0.0000
H -6.578761 5.804747 -0.150713 0.553 -0.289 -0.496 0.0020
C -5.694314 1.871210 -2.039449 1.405 2.256 -1.244 0.0003
C -4.295186 2.339131 -2.572309 -1.031 -3.112 -0.458 0.0000
O -3.528055 1.264511 -2.042782 2.159 1.144 -2.737 0.0002
C -4.048182 0.795580 -0.973013 -0.518 -1.479 2.858 -0.0001
O -3.478023 0.087150 -0.185030 -0.533 0.536 -0.320 0.0002
O -5.316853 1.246990 -0.831123 -0.892 -0.298 0.179 0.0010
F -3.852953 3.443051 -1.965618 0.135 1.461 0.516 -0.0001
H -6.199427 1.259572 -2.787016 0.058 -0.395 0.397 0.0001
H -6.222756 2.818032 -1.928212 -0.557 -0.363 0.696 0.0001
H -4.115100 2.349672 -3.647275 -0.052 0.338 0.182 0.0000
```
Forces are in eV/Å.

<S²>: 0.76
HOMO (alpha / beta), eV: -11.80 / -11.80
E_LUMO (alpha / beta), eV: -2.8 / -9.8
E, a.u.: -3302.24345
Molecular weight, u: 858.677
Spin multiplicity: 2
Net charge: +1

=====

(2)
Below is a molecular structure, C30H48AsDyO4SSi at a distorted geometry, with properties calculated with ωB97M-V/def2-TZVPD.

The geometry in XYZ format:
```
86
Properties=species:S:1:pos:R:3:forces:R:3:lowdin_spin:R:1
Dy 0.551850 -0.063937 1.435853 1.734 -0.555 1.042 5.6322
C -3.062443 2.015403 0.882536 0.402 -0.691 0.281 0.0004
C -1.596743 1.973528 0.446323 -0.912 -0.601 -0.480 0.0037
C -0.694497 2.579405 1.478397 1.175 0.519 0.133 0.0149
C -1.366625 2.557317 -0.943229 1.004 0.662 -0.188 -0.0008
O -1.275165 0.507533 0.410634 -1.733 2.194 -0.770 0.0176
Si -2.250141 -0.838283 0.380942 1.273 -2.457 -0.150 0.0095
S -0.765161 -2.244032 1.062501 -1.567 -0.434 -0.147 0.0093
O -3.552635 -0.565889 1.321599 -0.689 -0.918 0.205 0.0016
C -4.736426 -1.407776 1.642354 1.006 -0.393 -0.229 0.0003
C -4.243462 -2.767547 2.132005 0.017 -0.443 -0.234 0.0008
C -5.480182 -0.647211 2.722361 0.049 0.670 0.776 0.0001
C -5.538098 -1.557703 0.382777 -0.606 0.312 -0.503 0.0001
O -2.667500 -1.257874 -1.125330 -0.304 0.750 -0.598 0.0010
C -2.034133 -1.555771 -2.435453 -0.520 -1.279 1.151 0.0001
C -1.748259 -3.089511 -2.355228 -0.139 0.563 -0.211 0.0000
C -0.790764 -0.741104 -2.641639 0.607 0.388 -0.291 0.0007
C -3.142870 -1.275936 -3.435796 0.146 -1.912 0.101 0.0001
H -3.491674 2.991258 0.844184 -0.158 0.870 -0.156 0.0001
H -3.112517 1.643694 1.929880 -0.184 0.262 -0.752 0.0001
H -3.637218 1.319764 0.242162 0.121 0.789 0.353 0.0001
H -0.809352 3.675011 1.466302 -0.001 -0.349 0.032 0.0011
H 0.403394 2.395744 1.213001 -1.174 0.348 0.448 0.0044
H -0.990325 2.227658 2.482455 0.451 0.050 -0.253 0.0031
H -1.437582 3.684032 -0.969247 0.012 -1.153 0.315 0.0000
H -2.112590 2.174493 -1.616150 -0.345 -0.206 -0.397 0.0000
H -0.356803 2.280036 -1.345705 -0.770 0.189 0.478 -0.0010
H -3.403664 -2.565866 2.828120 -0.844 -0.471 0.201 0.0004
H -3.756677 -3.391142 1.323136 -0.797 0.712 0.639 0.0003
H -5.163751 -3.294313 2.539103 1.463 0.313 -0.107 0.0001
H -4.773057 -0.505436 3.585099 -0.876 -0.336 -0.485 0.0000
H -6.477637 -1.102054 3.050675 1.543 0.519 -0.523 0.0000
H -5.631542 0.373533 2.321554 -0.322 -0.434 0.259 0.0000
H -4.879309 -2.028563 -0.359573 -0.583 -0.058 0.020 0.0000
H -5.797269 -0.549770 0.014838 -0.039 -0.381 0.007 0.0000
H -6.490177 -2.119856 0.559309 0.893 0.282 -0.214 0.0000
H -0.947889 -3.302668 -1.632290 -0.188 0.091 -0.369 -0.0001
H -1.557197 -3.549514 -3.339933 0.208 0.370 0.326 0.0000
H -2.664074 -3.539896 -1.979524 -0.055 -0.156 0.089 0.0000
H -0.060236 -0.917723 -1.818737 -0.426 0.221 -0.617 0.0010
H -1.028969 0.338561 -2.732534 0.190 -0.566 0.230 0.0000
H -0.333048 -1.040772 -3.608256 -0.122 0.102 0.569 0.0001
H -4.032758 -1.805642 -3.069037 0.112 0.186 -0.217 0.0000
H -2.904974 -1.675649 -4.429303 0.086 0.154 0.173 0.0000
H -3.358405 -0.253108 -3.504034 -0.287 1.575 -0.098 0.0000
O 2.708796 -1.258506 1.989528 2.130 0.673 -0.430 0.0123
H 3.449648 -0.608404 1.730911 -1.687 -1.243 0.329 -0.0017
H 2.992674 -2.094789 1.572573 -0.329 0.453 0.247 0.0002
C 2.095980 0.860938 0.039053 2.851 1.460 -2.479 -0.1886
C 2.914329 1.002722 -0.932940 -1.277 -1.229 1.684 -0.0174
C 3.827724 1.001144 -1.979032 -0.688 0.520 0.303 -0.2257
C 3.785132 2.130037 -2.869400 -1.236 1.718 -1.034 0.0007
C 3.021412 3.348395 -2.566901 1.328 -1.046 0.110 -0.0689
C 3.077250 4.475912 -3.389617 -0.109 -0.462 -0.265 0.0058
C 3.780884 4.394200 -4.606178 -0.207 -0.277 0.115 -0.0794
C 4.325168 3.150414 -4.997256 0.205 1.293 -0.419 0.0093
C 4.327751 2.051175 -4.169729 0.347 -0.184 0.513 -0.0582
C 4.758571 -0.108319 -2.197053 -0.398 -1.427 1.861 -0.0075
C 4.368491 -1.437096 -1.763477 -1.341 2.202 -0.339 -0.0362
C 5.219731 -2.490123 -1.867045 1.519 -0.594 -0.123 0.0019
C 6.545344 -2.279664 -2.295051 -0.055 0.189 -0.779 -0.0512
C 6.944781 -0.979488 -2.673565 0.499 -1.775 0.570 0.0049
C 6.086316 0.089559 -2.552694 0.055 0.857 -0.535 -0.0399
H 2.518412 3.346327 -1.599190 0.010 0.212 -0.283 -0.0045
H 2.536515 5.416143 -3.151472 0.485 -0.825 0.059 0.0021
H 3.855577 5.307540 -5.217558 0.026 -0.740 0.104 -0.0048
H 4.829418 3.061514 -5.960950 -0.211 0.119 0.161 0.0022
H 4.827124 1.131971 -4.508148 -0.388 0.478 0.179 -0.0022
H 3.330125 -1.507188 -1.362718 0.891 -0.220 -0.463 -0.0009
H 4.953776 -3.511730 -1.630969 -0.340 0.069 0.203 0.0012
H 7.215624 -3.161103 -2.414451 -0.462 0.943 0.147 -0.0029
H 7.969979 -0.854545 -3.004870 -0.067 0.221 0.047 0.0013
H 6.463476 1.110676 -2.732734 -0.321 -0.623 -0.038 -0.0008
C -1.060549 0.931047 5.615058 -0.736 -0.192 1.161 0.0078
As 0.079332 -0.133807 4.494476 0.658 -0.575 0.623 0.0321
C -0.522828 -2.027053 4.805843 1.702 0.415 0.597 0.0018
C 1.693368 0.016148 5.593153 0.548 0.325 -0.406 0.0023
H -1.356408 0.369214 6.534488 0.341 0.537 -0.571 0.0015
H -1.965861 1.128589 5.062904 -0.421 0.171 -0.124 0.0002
H -0.607292 1.897391 5.886409 -0.019 -0.466 -0.143 0.0002
H -0.940166 -2.252840 5.805460 0.388 0.276 -0.444 0.0003
H 0.371338 -2.699938 4.558883 -1.491 0.882 0.229 0.0001
H -1.276748 -2.052898 4.057249 -0.618 -0.809 -0.651 0.0003
H 1.665960 -0.710865 6.391693 0.021 -0.005 0.378 0.0006
H 1.810370 1.047130 5.972944 -0.237 -0.527 -0.041 0.0001
H 2.578030 -0.182259 4.975271 -0.215 -0.095 0.112 0.0002
```
Forces are in eV/Å.

<S²>: 9.65
HOMO (alpha / beta), eV: -4.94 / -5.95
E_LUMO (alpha / beta), eV: -0.5 / 0.2
E, a.u.: -5281.43142
Molecular weight, u: 770.285
Spin multiplicity: 6
Net charge: 0